No. 1
The following is a quantum chemistry calculation of a structure of composition C20H55ClN5O5Pd in a non-equilibrium geometry, from the Open Molecules 2025 dataset.

Computed properties:
**Charge**: +1
**Relative energy (zero: lowest compared OMol25 entry of this formula, charge and spin)**: 217.3 kcal per mole
**Expectation value of S²**: 2.003
**LUMO level (spin up / spin down)**: -6.889 / -8.217 eV
**Spin multiplicity**: 3
**HOMO-LUMO gap (spin up / spin down)**: 4.17 / 2.84 eV

Positions of all 87 atoms, in Å:
C -6.885 -1.477 -4.234
H 3.202 -4.738 -4.412
Pd -1.964 1.779 -4.393
H -4.605 -1.193 -2.030
H 8.477 3.541 0.768
H -6.914 -0.461 -4.626
H -4.504 -1.911 -3.350
O -5.856 -2.814 -0.836
H -2.166 -5.653 5.847
H 4.888 -7.731 -3.120
O 4.738 -5.574 -3.175
H 0.596 -4.481 2.944
H -3.515 7.067 3.252
H 3.479 -7.085 -2.283
C 4.841 4.932 -1.323
C -6.243 -1.351 -2.847
H -5.930 -3.990 0.885
H -2.715 -3.927 6.154
H -1.632 5.317 0.755
H 5.483 -3.772 -1.792
C -6.241 6.504 3.522
H -6.513 -4.838 -0.633
O 7.884 4.575 -0.944
O -5.001 5.801 3.701
C 5.089 -2.829 -2.171
C -2.898 5.065 2.631
H 1.193 -3.162 1.994
C -3.941 6.199 2.749
H 9.649 4.754 0.256
H 3.678 -7.119 -4.086
C -6.477 -2.646 -2.111
H -4.342 6.598 1.817
H 0.386 -0.826 2.749
H -1.126 6.372 2.043
O -1.171 -4.243 4.950
C 6.968 3.558 -1.293
C -6.463 -3.910 -0.062
H 6.209 4.631 -2.904
C -1.555 5.390 1.840
H 3.959 5.297 -1.850
C -1.880 -4.621 6.049
C -0.126 -2.504 3.694
H 6.515 3.121 -0.403
H 1.891 -3.420 3.578
H 7.455 2.786 -1.890
N -4.823 -1.019 -3.000
H 5.785 -2.001 -2.301
H -6.929 5.953 4.162
H 2.945 -4.442 -2.720
H -6.193 -3.482 -2.750
H 5.396 -3.246 -4.226
H 2.848 -2.205 -3.257
H -1.438 -2.203 5.271
C 4.536 -3.195 -3.559
H -6.724 6.502 2.545
C 5.751 4.018 -2.128
Cl 0.132 0.638 -1.277
C 0.957 -3.455 3.017
H 0.163 -2.862 5.748
H -7.885 -1.909 -4.234
H -3.002 3.209 1.696
H -6.456 -2.098 -5.020
C 3.724 -4.544 -3.475
H -4.349 3.692 2.284
H 4.385 -2.492 -1.410
H -1.382 -4.688 7.016
H -7.552 -2.694 -1.937
H -0.833 4.641 2.166
H 4.372 2.623 -1.927
N -3.549 4.054 1.786
H 5.339 5.835 -0.971
H 4.503 4.498 -0.382
H 4.245 3.250 -3.349
H -2.713 4.599 3.599
H -0.301 -0.465 4.031
N 0.381 -1.137 3.710
H -6.780 -0.634 -2.226
C 8.910 4.037 -0.100
H 9.437 3.218 -0.590
C -0.667 -2.939 5.045
H -7.497 -3.674 0.191
H 3.954 -1.296 -3.894
N 4.948 2.934 -2.696
C 4.153 -6.926 -3.125
H -0.994 -2.456 3.037
H -6.224 7.540 3.861
N 3.511 -2.195 -4.020

***

No. 2
The following is a quantum chemistry calculation of a structure of composition C20H55N5O13S2Sr2V in a non-equilibrium geometry, from the Open Molecules 2025 dataset.

Computed properties:
**Charge**: +4
**Expectation value of S²**: 3.794
**LUMO level (spin up / spin down)**: -13.290 / -14.592 eV
**Spin multiplicity**: 4
**HOMO-LUMO gap (spin up / spin down)**: 4.19 / 2.89 eV

Positions of all 98 atoms, in Å:
H -0.350 -4.986 -3.499
C -2.189 2.392 -2.631
C -4.659 -0.543 -0.888
H 2.500 -5.038 -2.773
H 3.489 -4.265 0.196
H -0.499 1.300 1.479
H -2.659 4.440 -4.646
S -0.620 -2.051 -3.901
N 1.210 1.922 2.274
H 5.475 -0.595 2.297
H 1.003 -0.570 2.164
H 5.005 1.863 2.189
C -0.287 4.048 -3.157
C 3.836 1.224 4.839
H -1.468 5.254 3.874
C -1.798 5.107 -4.657
H 0.327 1.760 -2.198
C 1.908 -5.366 -1.919
O 2.620 1.910 4.763
H -0.459 -0.835 2.978
C 0.666 -6.085 -2.375
H -0.846 4.336 5.218
H -2.843 3.247 -2.803
S 1.831 -0.020 -0.718
H -0.665 0.771 -3.093
O -0.398 -3.084 -4.839
H 0.381 -6.868 -1.672
H 2.247 1.895 6.817
H -2.000 -0.266 -0.507
H -6.961 0.712 -1.757
H 0.962 2.867 2.530
O 0.712 -0.913 -0.310
H -1.909 2.432 -1.579
H 2.735 3.461 5.976
O 2.453 -0.194 -2.019
H 0.928 -0.059 3.840
H 4.085 2.551 3.067
C 4.148 0.661 3.422
O 0.654 -2.011 -3.161
C 3.001 -3.718 -0.611
C 0.356 -0.115 2.914
C -6.980 -0.272 -1.288
N -2.379 -1.200 -0.572
H -7.942 -0.332 -0.779
H 5.660 -0.718 4.134
N 4.036 1.752 2.452
O -0.631 -0.778 -4.545
H 3.679 -3.434 -1.417
H -2.406 3.858 4.477
H 0.029 4.042 -2.114
O -1.693 -2.204 -2.911
Sr 1.961 -0.329 -4.279
H 0.136 -7.488 -4.046
V 2.724 2.208 0.738
H 6.345 0.580 3.304
H 4.641 1.807 5.287
H 1.216 2.956 5.683
C -3.649 -1.155 0.047
O -0.766 3.467 3.246
H -1.321 -5.789 -2.557
H -3.993 -2.167 0.260
H -2.936 0.398 1.450
N -0.474 -5.240 -2.530
C -1.406 4.247 4.287
O 1.724 -4.287 -1.011
O -1.177 5.153 -3.418
O -5.974 -0.659 -0.371
C 2.185 2.521 5.927
H -1.195 2.671 -4.509
H -4.570 -1.071 -1.838
H 2.751 -2.797 -0.085
H -4.406 0.496 -1.094
N -0.010 1.539 -3.124
H -1.760 1.693 3.632
H -2.382 -1.341 -1.572
C -0.947 2.631 -3.448
H -1.109 4.907 -5.478
H 3.615 0.480 5.604
H 1.548 1.622 3.177
C 5.485 -0.088 3.261
H -2.691 1.458 -2.885
H -2.976 -1.232 2.148
H 1.774 -7.609 -3.635
C -3.489 -0.541 1.479
O 1.431 1.393 -0.643
C -0.752 2.104 3.570
C 0.978 -6.871 -3.733
H -0.262 1.978 4.536
H -2.246 6.073 -4.892
H 3.334 -0.049 3.276
H -4.405 -0.202 1.963
H 0.571 4.154 -3.821
C -0.046 1.275 2.470
Sr -0.431 -3.041 -1.040
H 1.362 -6.253 -4.544
H -7.056 -0.957 -2.132
H 2.580 -6.156 -1.583
O 2.778 0.226 0.367

***

No. 3
The following is a quantum chemistry calculation of a cluster of 6 separate species, C20H56ClO11P2S in total, from the Open Molecules 2025 dataset.

Computed properties:
**Charge**: -1
**Relative energy (zero: lowest compared OMol25 entry of this formula, charge and spin)**: 1.8 kcal per mole
**LUMO level**: 2.100 eV
**Spin multiplicity**: 1
**HOMO-LUMO gap**: 6.09 eV

Positions of all 91 atoms, in Å:
H -6.029 4.775 -5.375
C -0.420 0.123 0.183
H -2.293 6.701 -1.322
H 2.913 1.751 2.127
H -0.626 -1.403 -2.492
H -1.290 3.876 -0.737
H -0.408 1.219 0.138
H -1.623 -0.500 -3.655
O -1.316 5.618 -2.789
H -2.129 4.940 0.400
H -2.470 3.258 -2.767
H 1.888 1.252 -0.767
C -2.032 4.678 -0.657
C -3.208 3.104 -1.975
H -6.553 2.512 -7.248
H -4.951 1.222 -3.878
H -2.945 2.200 -1.422
C -5.827 1.662 -4.365
H -3.117 -2.436 1.828
H 11.094 -3.740 5.341
H 8.660 -3.381 4.857
C -4.359 -4.157 2.050
H -8.273 2.203 -7.583
H 8.958 -4.673 6.047
H 3.280 -0.223 1.600
O 6.388 0.510 3.583
H 11.049 -0.698 5.582
C -7.331 1.745 -7.283
O 9.709 -2.808 6.565
H -6.591 1.830 -3.599
H 7.777 -3.390 6.397
Cl 6.156 0.100 0.793
H -0.647 -5.421 0.849
H -2.266 -5.505 0.110
H -4.572 -6.642 3.177
C -1.615 -0.977 -2.675
C -1.499 -4.834 0.509
P 5.546 1.326 2.384
C 11.167 -1.623 5.006
H -2.165 5.570 -4.624
C 1.343 0.508 -1.357
C -1.554 5.896 -1.420
H -2.474 7.068 -3.718
H 11.735 -2.800 6.701
O 10.289 -1.642 3.905
H -6.393 4.263 -3.714
C -6.347 0.692 -5.403
H -1.161 -4.162 -0.288
H -7.366 3.640 -5.070
H 9.475 0.273 3.956
H -6.569 -0.262 -4.916
H -0.321 -0.150 1.237
H 3.619 1.393 4.036
H 8.470 -0.995 3.242
C -2.386 5.978 -3.638
H -5.269 -3.566 1.910
H 3.955 -0.593 3.539
C 10.968 -2.817 5.920
C -4.027 -6.495 2.237
O -4.588 -5.438 1.485
H -2.356 -1.788 -2.672
O -3.295 4.232 -1.118
H -2.974 -6.315 2.465
H 12.193 -1.652 4.621
H -2.551 -0.018 0.224
H -3.384 -3.332 0.322
H 1.352 -1.261 3.300
H -4.174 -4.244 3.127
H -0.613 6.244 -0.985
C -1.720 -0.400 -0.377
H -7.051 0.993 -8.030
H -4.189 2.972 -2.430
O -1.938 0.012 -1.722
P 3.441 0.563 2.807
H 0.640 1.022 -2.023
H -4.115 -7.399 1.636
O -5.426 2.894 -4.940
S 1.292 0.068 3.496
C -3.198 -3.439 1.397
C -6.360 3.939 -4.761
C 8.732 -3.607 5.923
H -1.733 -1.494 -0.316
H 8.668 -0.919 5.003
H 5.836 0.488 4.373
O 0.685 -0.417 -0.519
H 2.061 -0.053 -1.955
H -5.573 0.514 -6.158
O -1.971 -4.104 1.623
C 9.169 -0.774 4.043
H -3.337 5.570 -3.288
O -7.539 1.151 -6.018

***

No. 4
The following is a quantum chemistry calculation of a structure of composition C20H56N9O10P3V in a non-equilibrium geometry, from the Open Molecules 2025 dataset.

Computed properties:
**Expectation value of S²**: 0.807
**LUMO level (spin up / spin down)**: 0.508 / 0.524 eV
**Spin multiplicity**: 2
**HOMO-LUMO gap (spin up / spin down)**: 8.12 / 8.14 eV

Positions of all 99 atoms, in Å:
H -0.077 -2.981 5.397
H -1.642 -3.934 -1.067
H -0.018 -4.639 -0.842
H 0.240 4.065 -0.342
H 0.695 -4.957 3.682
H 2.280 -5.490 3.098
H 2.158 6.624 -2.232
H -2.524 1.279 -1.986
N 3.525 2.815 -2.613
C -5.064 1.518 0.658
C 1.916 5.712 -2.779
H -4.609 2.315 1.246
C 2.768 2.467 -3.858
H 3.465 2.142 -4.631
N 1.511 4.673 -1.829
N -4.092 0.498 0.069
H 4.002 -0.894 -2.656
H -0.459 5.373 -1.370
H -1.294 0.105 -2.541
C 1.317 -5.078 2.796
H 2.656 -4.279 0.279
P 0.306 -2.694 1.819
H 1.138 6.053 -3.462
H -3.802 -0.446 1.791
C -1.703 -4.687 1.446
H -4.049 -2.575 1.200
C -0.644 -3.765 -0.662
H -1.592 -0.946 3.971
H -2.732 -4.568 1.105
H 4.920 4.822 1.207
H -3.737 -1.830 -3.790
H -3.216 -2.827 -2.399
H 0.866 5.745 -0.234
O 1.931 2.392 -0.445
H -2.267 -1.932 2.617
H 3.164 5.295 1.434
H 3.030 -2.725 1.027
H -0.152 -2.882 -1.070
C -4.221 -2.803 0.148
C 0.358 -2.340 4.630
C 3.873 4.564 1.047
O 3.163 -1.184 -3.021
H -5.902 1.110 1.223
H 3.768 0.745 3.813
H 4.594 5.350 -2.253
O 1.335 -0.544 -1.763
H -2.551 0.729 -3.587
C 0.440 4.986 -0.891
H -6.642 -1.831 1.009
N -0.393 -2.552 3.378
H 0.924 -5.864 2.151
O -5.644 0.180 -2.090
P 2.628 3.453 -1.235
C 2.553 -0.744 -1.935
O -0.006 0.796 0.148
H -4.519 -3.850 0.093
H -1.372 -5.654 1.066
C -6.583 -1.826 -0.080
O 2.990 0.445 1.965
O 0.818 -1.467 1.081
P -4.615 -0.478 -1.270
C 4.871 2.303 -2.346
C -1.694 -1.944 3.544
N 3.777 4.484 -0.418
H 0.464 -1.337 5.043
H -7.105 -2.671 -0.529
H 2.225 1.555 -3.610
N 1.571 -3.834 2.092
O 1.250 1.302 2.523
H 5.574 5.554 -0.923
C 2.709 -3.747 1.229
N -3.211 -0.740 -2.118
C 2.358 0.958 2.883
C -2.348 0.379 -2.575
H 2.691 5.297 -3.423
H -3.192 -2.681 -0.191
H -2.344 -2.590 4.134
H 5.238 1.549 -3.042
O 3.230 -0.386 -0.973
C -3.035 -1.909 -2.960
C 4.518 5.580 -1.190
H 3.571 -4.234 1.686
H -1.622 -4.775 2.529
H 5.656 3.058 -2.374
N -0.834 -3.643 0.875
O 2.934 1.151 4.063
H -2.029 -2.098 -3.333
H -2.662 0.947 1.510
H 3.676 3.543 1.376
H 4.028 6.553 -1.154
H 2.072 3.214 -4.239
C -3.167 0.081 1.080
H 1.365 -2.744 4.524
H -5.576 2.031 -0.156
H 4.988 1.746 -1.417
V 1.575 0.455 0.327
N -5.159 -1.841 -0.478
H -7.151 -0.932 -0.339
H -2.420 -0.618 0.704

***

No. 5
The following is a quantum chemistry calculation of a cluster of 7 separate species, C20H57ClN5O10 in total in a non-equilibrium geometry, from the Open Molecules 2025 dataset.

Computed properties:
**Charge**: -1
**Relative energy (zero: lowest compared OMol25 entry of this formula, charge and spin)**: 82.7 kcal per mole
**LUMO level**: 2.171 eV
**Spin multiplicity**: 1
**HOMO-LUMO gap**: 7.79 eV

Positions of all 93 atoms, in Å:
C -8.814 15.481 5.822
C -3.175 25.316 0.540
H -0.005 25.958 1.237
H -15.467 26.598 3.628
O -7.714 27.130 9.081
C -8.926 15.652 3.475
H -5.701 36.729 2.191
H -13.549 25.686 10.616
H -9.094 35.317 5.254
H -2.994 26.951 2.893
C -9.731 16.746 6.148
C -14.531 29.685 9.201
N -10.537 16.575 7.332
H -8.229 26.357 9.314
H -9.582 35.948 3.718
O -7.883 25.239 4.261
H -17.364 26.871 1.770
H -5.265 35.730 3.620
H -9.351 16.628 3.239
H -8.690 18.401 5.266
H -15.560 29.202 2.582
H -9.772 14.967 3.426
H -3.577 23.688 -2.205
H -0.510 26.877 0.158
C -9.584 35.039 4.321
H -5.314 35.037 2.040
H -4.585 23.166 -0.907
C -16.961 27.569 2.505
C -15.797 25.490 11.683
H -18.971 27.861 3.401
H -2.388 27.992 1.603
H -8.657 31.825 3.691
O -9.142 26.080 2.553
C -8.882 33.908 3.599
H -13.864 26.237 9.160
H -14.544 30.139 8.210
H -14.379 29.684 -0.135
H -16.196 28.310 10.970
H -1.297 27.363 2.843
H -18.516 29.078 2.228
H -8.272 15.393 2.643
N -9.152 32.585 4.137
H -14.504 28.037 11.162
O -16.323 29.017 0.634
O -8.965 23.705 2.804
H -3.781 24.845 1.315
O -8.073 15.526 4.658
C -8.948 17.989 6.242
N -16.431 26.897 3.667
C -4.009 24.021 -1.262
H -16.861 25.579 11.904
H -9.305 33.883 2.595
H -9.606 18.663 6.789
H -10.927 17.463 7.613
H -10.125 32.361 3.987
H -11.216 15.828 7.293
H -9.376 14.549 5.881
C -15.854 28.425 1.877
H -15.594 24.423 11.587
C -1.890 25.814 1.371
H -7.522 27.020 8.150
H -6.796 33.273 3.221
H -10.630 34.825 4.539
C -15.382 30.013 0.138
O -15.245 28.478 9.241
C -18.124 28.420 3.004
H -16.214 26.089 9.609
H -1.710 24.973 2.040
H -3.740 26.194 0.228
H -8.083 15.500 6.631
H -10.433 16.990 5.351
H -15.223 30.805 0.870
H -14.976 30.478 9.801
N -0.728 25.965 0.532
N -14.252 25.656 9.890
O -7.182 35.258 2.739
O -2.828 24.339 -0.417
H -16.391 27.597 4.394
C -7.354 34.131 3.595
C -15.342 27.825 10.498
Cl -9.065 24.981 3.479
H -14.972 27.847 1.604
H -15.857 30.444 -0.743
C -5.817 35.762 2.680
H -17.723 29.077 3.775
H -13.521 29.482 9.557
C -2.156 27.122 2.216
H -8.067 17.815 6.860
H -15.336 25.972 12.545
H -4.707 24.849 -1.388
O -10.171 25.113 4.390
H -6.938 34.344 4.580
C -15.466 26.299 10.373

***

no.,E_tot (hartree)
1,-2032.4277
2,-3847.3911
3,-3164.1138
4,-4009.0977
5,-2282.2015